A structure of composition C30H76As2F12MgN2O18 at a distorted geometry, computed with ωB97M-V with the def2-TZVPD basis set.

Last column: Löwdin charge in e.
Geometry (Å):
Mg1 -1.4637 -3.5191 -0.1733  0.4476
As1 -0.1051 -0.4458 0.7128  0.8551
F1 -0.0404 -0.1126 -0.9707  -0.1986
F2 1.6186 -0.5379 0.7976  -0.1958
F3 -0.2406 -0.6858 2.4346  -0.2260
F4 -1.8732 -0.4503 0.6591  -0.2322
F5 -0.2536 -2.2300 0.3985  -0.2260
F6 -0.1776 1.2925 0.9400  -0.2391
As2 0.9537 -3.8609 -2.8550  0.8083
F7 1.1647 -5.3959 -2.0439  -0.2373
F8 2.2559 -4.1179 -3.9752  -0.2249
F9 0.5846 -2.3326 -3.5828  -0.2275
F10 -0.4476 -3.5996 -1.7435  -0.2495
F11 1.9551 -3.0797 -1.6879  -0.2132
F12 -0.1946 -4.6456 -3.9270  -0.2508
C1 -0.5850 2.0319 3.9547  0.0448
N1 0.6652 2.8494 3.8625  -0.4262
O1 0.5812 4.0467 4.0315  0.0701
O2 1.6879 2.2710 3.5469  0.0446
H1 -0.2285 1.0550 4.2612  0.0694
H2 -0.9754 2.0250 2.9423  0.0799
H3 -1.3220 2.4201 4.6443  0.0843
C2 1.9980 -0.6692 4.6730  0.0292
N2 2.9624 -1.6975 5.1392  -0.4415
O3 2.7834 -2.8488 4.7863  0.0371
O4 3.8412 -1.3416 5.9087  0.0672
H4 1.0154 -1.0574 4.9348  0.0944
H5 2.1887 -0.5541 3.6098  0.0892
H6 2.1240 0.2503 5.2314  0.0876
C3 0.7838 -4.7109 1.7091  -0.0226
O5 -0.2794 -4.7799 0.7580  -0.2479
C4 -0.9120 -6.0697 0.8052  -0.1212
C5 -1.6289 -6.2672 -0.5296  -0.1276
O6 -2.3161 -5.0499 -0.8004  -0.2428
C6 -3.1554 -5.1591 -1.9565  -0.0103
H7 0.4095 -4.8499 2.7251  0.1056
H8 1.2457 -3.7249 1.6660  0.0891
H9 1.5764 -5.4053 1.4295  0.1160
H10 -1.6009 -6.1205 1.6502  0.1359
H11 -0.1674 -6.8638 0.8709  0.1461
H12 -2.2783 -7.1417 -0.4281  0.1433
H13 -0.9301 -6.4711 -1.3435  0.1380
H14 -3.9569 -4.4275 -1.9778  0.0946
H15 -3.6380 -6.1383 -1.9064  0.1056
H16 -2.6020 -5.1096 -2.8956  0.1099
C7 -2.5968 -3.3861 2.6659  -0.0321
O7 -2.7005 -3.2117 1.2689  -0.2365
C8 -4.0335 -2.9720 0.8159  -0.1117
C9 -3.9572 -2.1415 -0.4662  -0.1473
O8 -2.7213 -2.3838 -1.1390  -0.2744
C10 -2.6150 -1.6275 -2.3616  -0.0141
H17 -3.0152 -4.3436 2.9876  0.1094
H18 -3.1386 -2.6294 3.2428  0.0838
H19 -1.5698 -3.2546 3.0024  0.1062
H20 -4.5582 -2.3547 1.5462  0.1340
H21 -4.5547 -3.9259 0.7029  0.1408
H22 -3.9960 -1.0848 -0.1877  0.1268
H23 -4.8097 -2.2263 -1.1458  0.1397
H24 -3.4594 -1.9149 -2.9952  0.1062
H25 -1.7495 -1.9242 -2.9468  0.0882
H26 -2.6320 -0.5715 -2.1113  0.0929
C11 -5.0531 6.4658 -3.1728  -0.1355
O9 -4.3247 5.4637 -2.5339  -0.1754
C12 -3.0608 5.2227 -3.1154  -0.2030
C13 -2.1761 4.4325 -2.1766  -0.2103
O10 -1.9002 5.1198 -0.9754  -0.1606
C14 -1.0313 4.3895 -0.1448  -0.1134
H27 -4.5853 7.4554 -3.0964  0.0891
H28 -5.9989 6.5885 -2.6410  0.0853
H29 -5.2844 6.2350 -4.2187  0.0864
H30 -2.6022 6.1698 -3.4238  0.1282
H31 -3.2211 4.6229 -4.0215  0.1177
H32 -1.2708 4.0822 -2.6815  0.1195
H33 -2.7280 3.5110 -1.9358  0.1274
H34 -1.0154 4.9164 0.8096  0.0893
H35 0.0156 4.3122 -0.4573  0.0769
H36 -1.3852 3.3713 0.0463  0.0706
C15 -3.6335 0.6884 2.8686  -0.1059
O11 -3.6215 1.4814 4.0358  -0.1780
C16 -4.2104 0.9242 5.1834  -0.2115
C17 -3.4680 -0.2994 5.7098  -0.1994
O12 -2.1172 -0.0384 6.0281  -0.1918
C18 -1.9416 0.8661 7.0945  -0.1063
H37 -4.6406 0.2933 2.6855  0.0926
H38 -2.9484 -0.1662 2.8671  0.0606
H39 -3.2989 1.3364 2.0618  0.0916
H40 -5.2698 0.6327 5.1140  0.1274
H41 -4.2557 1.7627 5.8791  0.1220
H42 -3.4859 -1.0929 4.9634  0.1001
H43 -4.0042 -0.6955 6.5806  0.1266
H44 -2.4589 0.5538 8.0077  0.0939
H45 -2.2417 1.8743 6.8026  0.0823
H46 -0.8838 0.8728 7.3555  0.0924
C19 3.3202 3.8728 -2.4745  -0.1006
O13 3.0653 2.4835 -2.4267  -0.1734
C20 2.7808 1.9943 -1.1328  -0.2012
C21 3.9359 1.8183 -0.1411  -0.1931
O14 4.8795 2.8671 -0.0471  -0.1874
C22 4.4920 3.8371 0.8976  -0.1147
H47 2.4447 4.4025 -2.0772  0.0823
H48 3.4296 4.0830 -3.5377  0.0887
H49 4.2237 4.1784 -1.9445  0.0805
H50 2.2703 1.0356 -1.1955  0.1033
H51 2.0531 2.7123 -0.7269  0.1032
H52 4.4481 0.8787 -0.3483  0.1237
H53 3.4521 1.7223 0.8385  0.1079
H54 3.5217 4.2767 0.6563  0.0867
H55 5.2858 4.5709 1.0212  0.0881
H56 4.3990 3.4004 1.9022  0.0850
C23 -0.6167 1.2011 -4.0073  -0.1067
O15 -1.0399 2.3491 -4.7046  -0.1741
C24 -1.3149 2.0125 -6.0570  -0.2041
C25 -1.4770 3.3033 -6.8492  -0.2535
O16 -0.2662 3.9615 -6.9673  -0.1585
C26 -0.3834 5.2543 -7.5224  -0.0975
H57 -1.4542 0.7067 -3.4927  0.0665
H58 -0.0840 1.5267 -3.1027  0.0790
H59 0.0733 0.5150 -4.4971  0.0976
H60 -2.2448 1.4314 -6.0811  0.1254
H61 -0.5512 1.4190 -6.5693  0.1290
H62 -2.2615 3.8977 -6.3580  0.1152
H63 -1.9748 3.0077 -7.7878  0.1266
H64 -1.1205 5.8532 -6.9772  0.0859
H65 -0.7488 5.1485 -8.5523  0.0878
H66 0.5900 5.7336 -7.5261  0.0881
C27 8.4449 -1.9020 -1.2798  -0.1250
O17 7.3969 -1.6304 -0.3969  -0.1721
C28 7.6667 -2.0758 0.9076  -0.2217
C29 6.3835 -2.0503 1.7230  -0.2046
O18 5.4419 -2.7973 0.9916  -0.1682
C30 4.1053 -2.4325 1.2348  -0.1064
H67 8.3011 -1.4054 -2.2363  0.0875
H68 8.5555 -2.9752 -1.4749  0.0887
H69 9.4090 -1.5616 -0.8793  0.0844
H70 8.4540 -1.4359 1.3273  0.1269
H71 8.0626 -3.1011 0.9040  0.1248
H72 6.0834 -0.9931 1.7657  0.1224
H73 6.5168 -2.4067 2.7487  0.1277
H74 3.4773 -2.7351 0.3964  0.0751
H75 4.0066 -1.3397 1.1823  0.0681
H76 3.7543 -2.7830 2.2112  0.0749

Properties
- ΔE to the lowest compared entry with this formula, charge and spin (eV) = 0.0672
- calculated total energy (hartree) = -8522.40816
- LUMO energy (eV) = -0.68